No. 1
Computed, not measured: a cluster of 2 separate species, C15H35N2O6P2 in total, with wB97M-V/def2-TZVPD.

- Total energy: -1835.5791 Eh
- Molecular weight: 401.40 g/mol
- Charge: +1
- HOMO level: -10.16 eV
- Orbital gap: 1.97 eV

Structure (XYZ):
```
60
Properties=species:S:1:pos:R:3:forces:R:3:lowdin_charge:R:1
C 1.785977 -4.131689 -1.109135 0.602 -1.315 -1.364 -0.1125
C 1.732108 -2.655837 -1.801248 -0.434 0.717 1.983 -0.3333
C 1.557067 -1.569553 -0.534963 -0.020 0.380 -0.045 -0.1142
C 0.503830 -2.387561 -2.841352 1.152 1.266 -1.106 -0.2706
C 1.046763 -1.198466 -3.887979 -0.639 -0.622 -0.816 -0.0938
C 0.064514 -3.640051 -3.787685 -0.157 -0.071 0.026 -0.0996
O -1.430793 -3.577182 -3.904892 3.033 1.244 -3.895 -0.1976
O -1.824714 -4.053127 -2.727688 -4.683 -1.470 5.019 -0.2709
P -3.564330 -4.069933 -2.609471 -3.007 -1.925 -3.215 0.7368
O -4.310795 -4.556125 -3.919248 3.115 2.112 5.057 -0.3311
O -3.974842 -5.175151 -1.287745 3.559 2.057 -1.951 -0.2029
O -4.169068 -2.487628 -2.122534 -0.409 -4.249 0.226 -0.4541
P -5.902867 -2.537472 -1.860253 -1.351 3.783 -1.938 0.6815
N -6.560961 -1.148186 -2.388901 2.350 -1.898 0.851 -0.3244
H 2.591622 -4.762310 -1.731375 -1.792 1.186 1.460 0.0980
H 2.136943 -4.159283 0.005998 -0.728 0.315 -2.182 0.0761
H 0.776044 -4.745219 -1.215425 2.003 1.517 0.366 0.0819
H 2.768066 -2.375846 -2.296755 -2.220 -0.892 0.893 0.1321
H 2.299216 -0.670072 -0.681889 -1.478 -1.635 0.355 0.0718
H 1.773970 -2.067837 0.505176 -0.252 0.925 -2.096 0.0700
H 0.459614 -1.139469 -0.461110 2.143 -0.853 -0.297 0.0724
H -0.436665 -1.886602 -2.300489 1.990 -1.694 -1.097 0.1457
H 0.786547 -0.121215 -3.524093 0.706 -1.988 -0.536 0.0721
H 2.206412 -1.324137 -4.125928 -2.551 0.361 0.611 0.0953
H 0.454875 -1.367904 -4.907957 1.317 0.617 2.140 0.0911
H 0.301500 -4.707882 -3.381895 -0.302 2.059 -0.567 0.1304
H 0.478960 -3.576478 -4.890845 -1.010 0.067 2.320 0.1550
H -3.105088 -5.618671 -0.988482 -1.879 0.867 -0.546 0.1039
H -6.510096 -3.629504 -2.605367 1.048 0.235 0.893 0.0318
H -6.245512 -2.723476 -0.459867 0.871 -0.473 -0.825 0.0113
H -5.820419 -0.503254 -2.743725 -0.968 -0.595 0.303 -0.0335
C 1.648130 4.456075 0.938373 0.373 0.434 0.290 -0.0184
C 0.915507 3.097522 1.120736 1.303 1.790 -3.339 -0.4330
C -0.542746 3.342435 1.602308 -0.730 -0.494 1.252 -0.1007
C -0.636684 3.772912 3.064814 0.411 0.006 -0.110 -0.1584
C 0.112458 2.798258 3.971702 -1.317 0.091 -0.839 -0.1018
C 1.578785 2.559586 3.523249 3.050 0.505 2.838 -0.4449
N 1.692715 2.226821 2.066121 -7.964 -7.449 0.468 0.1751
O 1.247887 0.903922 1.894813 3.746 6.807 0.470 0.1580
C 2.429813 3.812106 3.854676 0.103 0.488 -0.294 -0.0233
C 2.195885 1.451190 4.441271 -0.313 -0.558 -0.599 -0.0171
C 0.855961 2.508501 -0.327097 -0.130 -0.829 0.386 -0.0224
H 1.569316 4.834086 -0.088766 -0.167 -0.394 0.254 0.1005
H 1.242411 5.246815 1.574651 0.126 -0.192 0.021 0.0825
H 2.722001 4.366808 1.138318 -0.216 0.034 -0.008 0.0974
H -1.138913 2.427163 1.472885 0.378 -0.032 -0.099 0.1394
H -1.023393 4.105977 0.976089 0.608 -0.170 -0.170 0.1485
H -0.247866 4.787712 3.191919 -0.052 -0.063 0.006 0.1138
H -1.691167 3.811501 3.365990 0.156 -0.047 -0.069 0.1395
H 0.085930 3.180936 5.000979 0.589 -0.163 -0.252 0.1469
H -0.437120 1.848932 3.988257 0.330 -0.105 -0.126 0.1379
H 3.452038 3.704827 3.472727 -0.201 -0.003 0.081 0.1046
H 2.505960 3.962969 4.939761 -0.155 -0.370 -0.314 0.1076
H 2.015045 4.739733 3.463332 0.041 -0.118 -0.067 0.0691
H 1.631045 0.512838 4.412942 0.098 0.213 -0.170 0.0884
H 2.207643 1.768431 5.491912 -0.108 0.257 -0.460 0.1042
H 3.232167 1.235735 4.151730 -0.222 0.095 -0.005 0.1029
H 1.863798 2.326235 -0.719068 -0.145 0.061 0.151 0.1035
H 0.355816 3.205100 -1.011867 0.176 0.063 0.499 0.1048
H 0.289700 1.571994 -0.385634 0.222 0.116 0.176 0.0763
```
Positions in Å, forces in eV/Å.



No. 2
Computed, not measured: the ion C15H35N2O7P2S with charge +1, with wB97M-V/def2-TZVPD.

- Total energy: -2309.3227 Eh
- Molecular weight: 449.47 g/mol
- Charge: +1
- HOMO level: -11.65 eV
- Orbital gap: 8.23 eV

Structure (XYZ):
```
62
Properties=species:S:1:pos:R:3:forces:R:3:lowdin_charge:R:1
C -2.813735 2.603824 -2.007214 0.418 0.637 -0.429 -0.0864
C -1.556741 2.926936 -1.216439 -0.713 -0.285 0.965 -0.2022
C -0.889620 1.712163 -0.565691 -0.022 0.896 -0.799 -0.1736
O -1.923527 0.795320 -0.201704 0.416 -0.171 0.798 -0.1690
C -1.565653 -0.451554 0.314911 0.444 0.372 -1.783 -0.4443
C -0.113615 -0.581176 0.802338 -0.078 -0.922 0.729 -0.2276
O 0.736786 -0.851359 -0.259423 0.116 0.527 -0.333 -0.1359
C 1.984255 -1.387907 0.198951 -0.269 -0.211 -0.441 -0.1321
C 3.012366 -1.396240 -0.911707 0.648 0.267 -0.033 -0.1698
O 4.070212 -0.500846 -0.629401 0.171 -0.002 -0.269 -0.1206
C 3.954049 0.730510 -1.323394 -0.541 0.044 0.403 -0.1957
C 4.925636 1.738432 -0.769516 0.051 -0.213 0.056 -0.2043
O 6.275490 1.493776 -1.062323 -0.019 0.067 -0.032 -0.1230
C 6.632474 1.644483 -2.426614 0.273 0.313 0.034 -0.2503
C 6.523973 3.080212 -2.963391 0.126 -0.588 -0.092 -0.0567
C -1.750410 -1.478177 -0.800845 -0.573 -0.800 0.430 -0.0891
C -3.193922 -1.866078 -1.057902 -0.180 -0.221 0.632 -0.1386
C -3.798813 -2.519379 0.204987 0.250 0.378 -0.162 -0.1806
C -3.004048 -2.188282 1.466907 -0.635 0.323 0.800 -0.3568
P -4.021482 -2.806500 2.896577 -0.706 -0.872 0.255 0.3869
O -4.526310 -4.084105 2.461873 -0.048 -1.308 -0.910 -0.2094
O -5.189745 -1.827222 3.256135 0.585 0.530 0.917 -0.1104
O -3.144815 -2.967558 4.230983 0.695 0.853 -0.408 -0.1341
N -2.596012 -0.739764 1.476970 0.799 1.443 0.013 -0.4805
S -4.078048 0.280097 1.262431 -0.689 -0.361 -0.120 0.9920
P -1.906401 -0.230142 3.119297 -0.730 0.630 1.595 0.7916
N -2.988636 0.194457 4.149866 0.621 -0.548 -0.080 -0.2453
H -3.579573 2.148086 -1.401248 -0.105 -0.411 0.136 0.0549
H -3.229753 3.542568 -2.353459 -0.113 0.189 -0.214 0.0786
H -2.584977 2.015250 -2.889236 -0.145 -0.323 -0.078 0.0820
H -1.856306 3.577671 -0.398325 -0.052 0.285 0.104 0.1079
H -0.841003 3.493756 -1.795962 0.272 -0.061 -0.221 0.1161
H -0.357352 2.083169 0.301501 0.285 -0.223 0.346 0.1211
H -0.183360 1.285693 -1.269540 0.070 -0.513 -0.007 0.1285
H -0.087634 -1.468454 1.458022 -0.136 -0.008 0.190 0.1165
H 0.244854 0.248827 1.406950 0.042 0.315 -0.116 0.1061
H 1.805718 -2.418544 0.506679 -0.114 -0.085 0.375 0.1311
H 2.369924 -0.790232 1.021447 0.085 -0.001 0.217 0.1392
H 2.569034 -1.155359 -1.876016 -0.306 -0.055 -0.095 0.1318
H 3.456637 -2.382629 -0.993334 0.050 -0.193 0.022 0.1302
H 2.950080 1.132492 -1.144657 -0.160 0.148 -0.034 0.1224
H 4.042704 0.594030 -2.399770 0.169 -0.141 -0.204 0.1237
H 4.842496 1.701728 0.310953 0.058 0.019 0.263 0.1320
H 4.587847 2.730199 -1.076251 0.114 0.191 -0.212 0.1171
H 6.090296 0.945119 -3.056594 -0.326 -0.128 -0.074 0.1024
H 7.666215 1.335629 -2.485193 0.255 -0.178 0.163 0.1158
H 5.944611 3.078239 -3.877089 -0.230 0.266 -0.178 0.0701
H 6.082536 3.751046 -2.241355 -0.180 0.174 0.154 0.0656
H 7.510993 3.454498 -3.201916 0.164 0.177 -0.021 0.0706
H -1.233084 -2.389621 -0.514256 0.314 -0.177 -0.088 0.1341
H -1.266898 -1.116578 -1.694778 0.173 0.293 -0.100 0.1431
H -3.225909 -2.620466 -1.828249 0.026 -0.011 -0.460 0.1225
H -3.792932 -1.025745 -1.375137 -0.102 0.300 -0.136 0.1061
H -3.791897 -3.595201 0.140079 -0.036 -0.333 -0.061 0.1228
H -4.834870 -2.240593 0.358515 -0.258 0.066 -0.099 0.1079
H -2.081345 -2.755104 1.503543 0.310 -0.113 -0.020 0.1307
H -5.082981 -1.444108 4.148298 -0.230 0.244 -0.476 0.1011
H -2.459473 -3.636819 4.060534 -0.320 -0.082 0.396 0.1040
H -3.632412 1.461475 1.726669 0.368 -0.234 -0.005 -0.0682
H -1.091763 -1.299281 3.521329 0.166 0.016 -0.513 0.0467
H -1.099740 0.869889 2.811855 -0.069 -0.276 -0.738 0.0500
H -2.904387 -0.434552 4.949330 -0.450 0.087 0.046 0.0013
```
Positions in Å, forces in eV/Å.



No. 3
Computed, not measured: a structure of composition C15H35N3O5Pt, with wB97M-V/def2-TZVPD.

- Total energy: -1252.1346 Eh
- Molecular weight: 532.54 g/mol
- Spin multiplicity: 3
- HOMO level (spin up / spin down): -6.73 / -6.61 eV
- ΔE to the lowest compared entry with this formula, charge and spin: 20.6 kcal per mole
- Orbital gap (spin up / spin down): 7.18 / 7.07 eV

Structure (XYZ):
```
59
Properties=species:S:1:pos:R:3:forces:R:3:lowdin_spin:R:1
Pt -0.030860 0.170465 0.557450 1.254 -0.198 0.359 1.5167
C -2.755189 -2.333582 2.448768 -0.236 -1.001 -0.797 0.0005
C -1.344864 -2.672512 1.965235 0.436 0.949 0.153 0.0219
C -1.274587 -3.713855 0.847623 0.352 -0.632 -0.073 0.0004
O -0.628320 -1.533192 1.650496 0.545 0.213 0.379 0.1351
H -2.737217 -1.596021 3.243936 0.003 0.244 -0.153 -0.0001
H -3.252785 -3.239975 2.818116 0.039 0.063 0.109 0.0001
H -3.332509 -2.031912 1.565990 -0.122 0.439 0.259 0.0001
H -0.816921 -3.081207 2.847446 -0.140 -0.270 -0.080 0.0077
H -1.024051 -3.306746 -0.135388 -0.428 0.510 0.099 0.0000
H -2.171604 -4.335922 0.765776 0.076 -0.041 0.016 -0.0003
H -0.410207 -4.357705 1.046017 -0.222 -0.221 0.073 0.0000
C 4.011023 1.016071 1.957275 -0.632 -0.139 0.044 0.0039
C 2.989781 1.493939 0.920938 0.804 0.207 -1.216 0.0176
C 3.482794 1.085929 -0.489361 0.166 -0.479 0.335 0.0007
O 1.732238 1.066278 1.218538 -1.054 0.177 0.534 0.1295
H 3.803775 -0.050121 2.089365 0.346 -0.044 0.005 0.0001
H 3.844241 1.488806 2.925917 0.058 0.082 -0.027 0.0000
H 5.032189 1.190248 1.616684 0.056 -0.050 0.095 0.0005
H 3.056161 2.603928 0.864221 -0.347 0.008 0.401 0.0040
H 3.924946 0.082375 -0.461079 -0.048 0.004 -0.040 0.0000
H 4.264803 1.772188 -0.823192 -0.065 -0.007 -0.129 0.0001
H 2.654107 1.051107 -1.194385 0.011 0.307 -0.026 0.0000
C 1.742788 -1.344879 -2.011940 -0.664 -0.388 0.476 0.0063
O 0.922083 -0.719827 -1.352882 0.078 0.004 -0.766 0.0556
N 2.635470 -2.193178 -1.498239 0.052 -0.233 0.072 -0.0018
C 3.473226 -3.026810 -2.333944 -0.086 0.318 0.076 0.0001
C 2.710192 -2.417476 -0.063142 0.403 0.049 0.208 -0.0006
H 1.701409 -1.289905 -3.108843 0.388 -0.004 -0.032 0.0024
H 3.149735 -4.062986 -2.228184 0.144 -0.093 -0.241 -0.0001
H 4.519937 -2.939145 -2.038312 -0.015 -0.040 0.114 0.0000
H 3.402793 -2.678625 -3.363030 -0.107 -0.226 -0.074 0.0002
H 2.384514 -3.411665 0.255608 -0.173 -0.054 -0.413 0.0000
H 3.764479 -2.333982 0.215019 -0.091 0.156 0.196 0.0000
H 2.105779 -1.690030 0.471586 0.086 0.092 -0.020 0.0001
C -2.927899 -0.168310 -0.973251 -0.377 -0.374 0.224 0.0048
O -1.733523 -0.065128 -0.776592 -0.156 -0.064 -0.655 0.0413
N -3.470612 -0.506565 -2.154515 0.114 0.023 0.583 0.0006
C -4.887574 -0.290350 -2.360585 -0.036 1.569 -0.656 0.0006
C -2.654224 -0.804706 -3.310150 -0.308 -0.350 -0.465 -0.0002
H -3.686525 -0.053028 -0.184995 0.155 0.213 0.101 -0.0002
H -5.023106 0.765566 -2.651564 -0.048 -0.108 -0.087 -0.0001
H -5.498480 -0.375169 -1.466970 0.161 -0.654 0.097 0.0000
H -5.263506 -0.839097 -3.219172 -0.029 -0.546 0.334 0.0002
H -2.750335 -1.873574 -3.519656 0.038 0.047 -0.210 -0.0001
H -3.038271 -0.238101 -4.160682 0.103 -0.044 -0.071 0.0000
H -1.598499 -0.586911 -3.187685 -0.059 0.209 0.460 -0.0001
C -1.579506 3.097209 1.642530 0.466 0.100 0.271 0.0049
O -1.214180 1.971837 1.351324 -0.813 0.260 0.468 0.0486
N -0.848176 4.201125 1.439065 0.407 -0.110 -0.271 -0.0012
C 0.529169 4.117126 0.968457 -0.087 0.672 -0.395 -0.0009
C -1.346621 5.521739 1.637482 -1.491 0.943 0.197 0.0000
H -2.519542 3.304591 2.176753 -0.180 -0.100 -0.263 0.0009
H 0.759515 3.155656 0.524468 0.018 -0.278 0.492 0.0000
H 1.183371 4.394474 1.795623 0.231 -0.385 -0.037 0.0000
H 0.682834 4.869852 0.187632 -0.130 0.025 0.046 0.0000
H -2.411840 5.552412 1.900936 0.094 -0.605 0.077 0.0001
H -0.885314 6.094311 2.445759 0.539 -0.171 -0.194 0.0000
H -1.346499 6.094990 0.705715 0.523 0.023 0.039 -0.0001
```
Positions in Å, forces in eV/Å.



No. 4
Computed, not measured: a cluster of 3 separate species, C15H35N4O5 in total, with wB97M-V/def2-TZVPD.

- Total energy: -1187.3528 Eh
- Molecular weight: 351.47 g/mol
- Charge: +1
- HOMO level: -9.80 eV
- Orbital gap: 6.35 eV

Structure (XYZ):
```
59
Properties=species:S:1:pos:R:3:forces:R:3:lowdin_charge:R:1
O 4.048034 -5.093581 -3.282649 0.334 0.283 -0.075 0.1137
N 5.406829 -4.982622 -3.155784 -0.498 -0.052 0.298 -0.1087
C 6.181395 -5.950806 -2.576718 0.643 0.331 -0.125 0.0447
C 7.459658 -5.479280 -2.646143 -0.706 -0.786 0.284 -0.0074
N 7.403069 -4.257075 -3.251786 0.086 0.161 -0.046 0.1238
C 6.142031 -3.956965 -3.560364 0.055 -0.142 -0.048 0.0171
H 3.669570 -4.512481 -2.596854 -0.208 0.052 0.034 0.1352
H 5.776363 -6.858646 -2.178565 -0.129 -0.111 0.022 0.1498
H 8.343828 -5.970105 -2.291192 0.304 0.217 -0.077 0.1411
H 8.201083 -3.668437 -3.433060 -0.004 0.109 -0.075 0.1873
H 5.777647 -3.071791 -4.043077 -0.051 0.124 -0.079 0.1750
C 0.881705 -3.063811 -2.708036 0.046 -0.120 0.092 -0.1054
O 1.860597 -2.660108 -1.759151 0.092 -0.139 -0.325 -0.2190
C 1.980370 -1.241041 -1.623226 0.224 0.144 0.172 -0.2132
C 1.421972 -0.751642 -0.304733 -0.203 -0.139 0.036 -0.2183
N -0.026791 -0.874174 -0.258013 0.139 -0.126 0.053 -0.0469
C -0.623400 -0.622813 1.055573 -0.115 0.059 -0.180 -0.1863
C -0.239311 -1.528029 2.219567 -0.032 0.114 0.163 -0.2180
O -0.710308 -2.858758 2.113425 0.047 -0.007 -0.079 -0.1707
C 0.083204 -3.733962 1.344604 -0.135 -0.073 0.082 -0.1094
H 1.012524 -4.132690 -2.877222 -0.026 -0.010 0.019 0.0837
H -0.134834 -2.900918 -2.342742 -0.010 0.060 -0.060 0.0840
H 1.009423 -2.539644 -3.658508 -0.029 0.025 -0.003 0.0913
H 1.502072 -0.732840 -2.464206 -0.087 -0.037 0.010 0.1238
H 3.048706 -1.005803 -1.650250 -0.009 -0.007 -0.028 0.1155
H 1.690847 0.302033 -0.186603 0.011 0.012 0.029 0.1276
H 1.920899 -1.314771 0.496601 0.098 0.052 -0.005 0.1059
H -0.290242 -1.802988 -0.557892 -0.026 -0.021 0.017 0.0676
H -1.705637 -0.692331 0.929530 -0.012 0.040 0.036 0.1243
H -0.406399 0.411944 1.337428 0.027 -0.001 0.033 0.1122
H -0.719884 -1.118259 3.109999 -0.001 -0.004 0.005 0.1265
H 0.839720 -1.522859 2.419586 0.029 -0.042 -0.100 0.1123
H 1.147773 -3.493360 1.426260 0.021 0.033 -0.040 0.0846
H -0.211914 -3.732979 0.289847 0.102 0.027 -0.041 0.0711
H -0.074231 -4.742621 1.727424 -0.003 0.016 0.021 0.0895
C -3.186189 4.351261 -1.402827 0.070 0.066 0.037 -0.1179
O -3.130983 5.346340 -0.401506 -0.030 -0.148 -0.043 -0.1938
C -4.387453 5.672911 0.181157 -0.021 0.211 0.073 -0.2147
C -4.476714 5.191454 1.613212 0.086 -0.176 -0.011 -0.2159
N -4.533839 3.736973 1.684006 0.150 0.080 0.058 -0.0509
C -4.385344 3.179897 3.025937 -0.078 -0.089 -0.170 -0.1996
C -3.089363 3.439662 3.786690 -0.069 -0.004 0.197 -0.2254
O -1.949084 2.797007 3.244910 0.042 0.018 -0.077 -0.1873
C -1.311331 3.477996 2.181809 0.055 -0.222 0.037 -0.1069
H -2.217399 4.336992 -1.899949 0.011 0.018 0.019 0.0866
H -3.376197 3.354770 -0.987906 -0.072 -0.006 -0.038 0.0769
H -3.956269 4.577028 -2.145817 -0.021 -0.029 -0.012 0.0879
H -5.210069 5.271833 -0.417489 0.008 -0.081 0.014 0.1222
H -4.469333 6.762997 0.178120 -0.007 -0.005 -0.031 0.1225
H -5.381610 5.604310 2.068342 -0.004 -0.002 0.025 0.1250
H -3.613301 5.604900 2.151674 -0.038 0.099 0.013 0.1052
H -3.809601 3.352342 1.092607 0.002 -0.010 -0.033 0.0670
H -4.500487 2.096795 2.936899 -0.024 -0.004 0.049 0.1186
H -5.219027 3.536280 3.638930 0.013 0.037 0.023 0.1188
H -3.214839 3.017894 4.786687 0.021 -0.006 0.001 0.1214
H -2.889920 4.509112 3.923009 0.001 0.022 -0.109 0.1123
H -1.375704 4.562908 2.292342 -0.054 0.022 -0.036 0.0893
H -1.723488 3.182299 1.212389 -0.015 0.150 -0.048 0.0707
H -0.258825 3.190257 2.193705 0.001 0.017 0.041 0.0828
```
Positions in Å, forces in eV/Å.



The following F_max values (in Eh/bohr) correspond, in order, to the records above: 0.21227; 0.03645; 0.03452; 0.02127.